Molecular formula: C6H16NSi
Method: DFT, wB97M-V/def2-TZVPD

Values from the calculation:
Charge: +1
Relative energy (zero: lowest compared OMol25 entry of this formula, charge and spin) in eV: 1.676
Orbital gap in eV: 8.812
Max |F| in eV/Å: 3.85
HOMO in eV: -14.21

```
24
C6H16NSi | the Open Molecules 2025 dataset | wB97M-V/def2-TZVPD
C 2.21 1.13 0.03
C 0.89 1.26 -0.74
C 2.28 -0.28 0.66
C -0.28 0.95 0.17
C -0.74 -1.82 -1.07
C -3.45 0.14 -0.36
N 1.25 -0.33 1.65
Si -1.59 -0.44 -0.05
H 2.81 1.36 -0.79
H 2.23 2.07 0.64
H 0.92 2.34 -0.97
H 0.63 0.64 -1.61
H 2.02 -0.98 -0.28
H 3.28 -0.35 1.16
H -0.38 1.74 0.89
H 0.26 -1.54 -1.05
H -0.85 -2.86 -0.73
H -0.93 -1.81 -2.11
H -4.00 -0.77 -0.71
H -3.81 0.48 0.53
H -3.57 0.97 -1.05
H 0.74 -1.19 1.82
H 1.50 0.09 2.57
H -1.42 -0.80 1.38
```


Molecular formula: C6H16O
Method: DFT, wB97M-V/def2-TZVPD

Values from the calculation:
Relative energy (zero: lowest compared OMol25 entry of this formula, charge and spin) in eV: 1.695
SMILES string: CC(C)C.CCO
Orbital gap in eV: 10.976
Max |F| in eV/Å: 3.37
HOMO in eV: -10.01

```
23
C6H16O | the Open Molecules 2025 dataset | wB97M-V/def2-TZVPD
C 1.09 -1.76 1.32
C 0.90 -0.25 1.34
C 1.63 0.78 0.06
C -0.50 0.17 1.74
H 2.05 -2.03 0.87
H 0.28 -2.25 0.78
H 1.06 -2.15 2.34
H 1.57 0.12 2.11
H 1.15 1.73 0.26
H 1.79 0.50 -0.98
H 2.67 0.81 0.38
H -0.59 1.25 1.82
H -1.23 -0.19 1.03
H -0.76 -0.26 2.72
C -2.02 1.03 -1.87
C -0.77 0.17 -1.97
O -0.88 -0.97 -1.17
H -2.10 1.44 -0.86
H -1.97 1.85 -2.59
H -2.91 0.43 -2.08
H -0.57 -0.11 -3.01
H 0.10 0.76 -1.56
H -0.02 -1.07 -0.70
```


Molecular formula: C6H16O
Method: DFT, wB97M-V/def2-TZVPD

Values from the calculation:
Relative energy (zero: lowest compared OMol25 entry of this formula, charge and spin) in eV: 0.321
SMILES string: CCC(C)(C)C.O
Orbital gap in eV: 11.609
Max |F| in eV/Å: 2.53
HOMO in eV: -10.83

```
23
C6H16O | the Open Molecules 2025 dataset | wB97M-V/def2-TZVPD
C 0.91 1.02 -1.24
C 0.41 1.10 0.20
C -0.67 0.06 0.58
C -0.17 -1.39 0.61
C -1.12 0.38 2.04
C -1.89 0.22 -0.24
H 1.70 1.74 -1.51
H 0.09 1.11 -1.96
H 1.33 0.00 -1.31
H 1.30 1.08 0.86
H -0.08 2.09 0.32
H 0.19 -1.67 -0.39
H -0.97 -2.10 0.91
H 0.66 -1.50 1.33
H -1.90 -0.29 2.45
H -1.50 1.42 2.06
H -0.23 0.32 2.69
H -1.67 0.06 -1.30
H -2.25 1.25 -0.10
H -2.70 -0.47 0.06
O 2.67 -1.74 -2.27
H 2.24 -1.17 -1.59
H 3.63 -1.54 -2.19
```


Molecular formula: C6H16O
Method: DFT, wB97M-V/def2-TZVPD

Values from the calculation:
Charge: +1
<S²>: 0.7543
Relative energy (zero: lowest compared OMol25 entry of this formula, charge and spin) in eV: 0.000
Orbital gap (alpha / beta) in eV: 10.814 / 5.104
Max |F| in eV/Å: 1.49
HOMO (alpha / beta) in eV: -14.50 / -14.49
Spin multiplicity: 2

```
23
C6H16O | the Open Molecules 2025 dataset | wB97M-V/def2-TZVPD
C 1.95 -1.53 -2.01
C 2.26 -0.26 -1.25
C 0.88 0.36 -0.65
O 2.69 0.70 -2.07
H 2.87 -1.93 -2.44
H 1.24 -1.36 -2.81
H 1.52 -2.27 -1.32
H 2.95 -0.38 -0.40
H 0.57 -0.41 0.05
H 0.17 0.50 -1.45
H 1.09 1.29 -0.13
H 3.25 1.36 -1.61
C -2.08 1.16 0.47
C -1.63 0.72 1.87
C -2.05 -0.70 2.18
H -1.78 0.40 -0.26
H -1.61 2.10 0.17
H -3.16 1.27 0.39
H -2.06 1.40 2.61
H -0.55 0.83 1.95
H -1.70 -1.04 3.15
H -3.14 -0.78 2.16
H -1.68 -1.40 1.42
```


Molecular formula: C6H16O2
Method: DFT, wB97M-V/def2-TZVPD

Values from the calculation:
Relative energy (zero: lowest compared OMol25 entry of this formula, charge and spin) in eV: 1.333
SMILES string: CCCO.CCCO
Orbital gap in eV: 10.999
Max |F| in eV/Å: 3.31
HOMO in eV: -10.04

```
24
C6H16O2 | the Open Molecules 2025 dataset | wB97M-V/def2-TZVPD
C 5.54 1.55 1.16
C 5.05 2.01 -0.22
C 3.73 2.73 -0.30
O 2.81 1.93 0.34
H 5.21 2.37 1.80
H 6.62 1.37 1.34
H 4.99 0.63 1.43
H 5.80 2.74 -0.58
H 5.03 1.17 -0.94
H 3.86 3.67 0.26
H 3.25 2.97 -1.27
H 3.06 1.86 1.28
C -3.68 -0.83 -0.20
C -3.98 -2.32 -0.65
C -5.51 -2.69 -0.68
O -6.01 -2.93 0.64
H -4.23 -0.57 0.71
H -3.99 -0.15 -1.01
H -2.60 -0.69 -0.02
H -3.46 -2.58 -1.60
H -3.54 -2.94 0.15
H -6.05 -1.83 -1.10
H -5.80 -3.59 -1.26
H -6.09 -3.90 0.73
```


Molecular formula: C6H16O2
Method: DFT, wB97M-V/def2-TZVPD

Values from the calculation:
Relative energy (zero: lowest compared OMol25 entry of this formula, charge and spin) in eV: 1.009
SMILES string: C/C=C(\C)CC.O.O
Orbital gap in eV: 9.228
Max |F| in eV/Å: 1.76
HOMO in eV: -8.68

```
24
C6H16O2 | the Open Molecules 2025 dataset | wB97M-V/def2-TZVPD
C -0.66 0.54 -2.74
C -1.05 0.20 -1.35
C -0.42 0.65 -0.25
C 0.87 1.38 -0.25
C -1.15 0.46 1.07
C -0.31 0.53 2.35
H 0.42 0.61 -2.88
H -1.12 1.46 -3.10
H -0.82 -0.24 -3.50
H -2.00 -0.28 -1.18
H 1.32 1.38 -1.23
H 0.76 2.38 0.12
H 1.66 1.04 0.42
H -2.08 1.03 1.13
H -1.51 -0.58 1.10
H 0.12 -0.42 2.62
H 0.38 1.38 2.34
H -0.93 0.84 3.21
O 2.30 -1.37 -1.21
H 1.48 -1.62 -0.78
H 3.03 -1.42 -0.59
O 0.18 -2.38 1.66
H -0.43 -2.35 0.92
H -0.04 -3.20 2.11
```


Molecular formula: C6H16O2
Method: DFT, wB97M-V/def2-TZVPD

Values from the calculation:
Relative energy (zero: lowest compared OMol25 entry of this formula, charge and spin) in eV: 0.756
SMILES string: CC[C@@H](C)CCO.O
Orbital gap in eV: 10.931
Max |F| in eV/Å: 2.60
HOMO in eV: -10.20

```
24
C6H16O2 | the Open Molecules 2025 dataset | wB97M-V/def2-TZVPD
C -1.02 1.91 -1.54
C -1.22 0.64 -0.72
C -0.37 0.62 0.57
C -1.18 1.32 1.72
C -0.05 -0.80 1.08
C 0.49 -1.82 0.04
O 1.78 -2.28 0.54
H -1.77 2.07 -2.30
H 0.00 1.91 -1.93
H -1.09 2.77 -0.86
H -2.25 0.56 -0.38
H -0.96 -0.23 -1.32
H 0.54 1.20 0.41
H -2.24 1.37 1.48
H -0.78 2.32 1.90
H -1.08 0.71 2.62
H -0.94 -1.20 1.58
H 0.69 -0.70 1.88
H -0.19 -2.65 0.15
H 0.66 -1.38 -0.93
H 2.21 -1.53 0.97
O 2.65 -1.56 -1.93
H 2.84 -2.34 -1.40
H 3.29 -0.89 -1.62
```


Molecular formula: C6H16O3
Method: DFT, wB97M-V/def2-TZVPD

Values from the calculation:
Relative energy (zero: lowest compared OMol25 entry of this formula, charge and spin) in eV: 1.470
SMILES string: C/C=C/C=C/C.O.O.O
Orbital gap in eV: 8.399
Max |F| in eV/Å: 2.12
HOMO in eV: -8.36

```
25
C6H16O3 | the Open Molecules 2025 dataset | wB97M-V/def2-TZVPD
C 3.03 -0.53 0.76
C 1.78 -0.13 0.02
C 1.65 0.04 -1.29
C 0.36 0.22 -2.04
C -0.79 0.60 -1.48
C -2.09 0.80 -2.18
H 2.79 -1.14 1.61
H 3.54 0.41 1.00
H 3.73 -0.95 0.04
H 0.86 -0.16 0.55
H 2.44 -0.12 -2.01
H 0.32 -0.15 -3.05
H -0.74 0.78 -0.41
H -1.96 0.77 -3.25
H -2.84 0.02 -2.01
H -2.55 1.75 -1.92
O 1.72 -0.87 3.85
H 1.30 -0.02 3.89
H 1.15 -1.59 3.58
O -2.19 2.99 0.91
H -1.43 2.88 1.49
H -2.84 2.34 1.21
O -2.42 -2.97 0.38
H -2.67 -2.75 -0.52
H -2.15 -2.21 0.88
```


Molecular formula: C6H16OP
Method: DFT, wB97M-V/def2-TZVPD

Values from the calculation:
Charge: +1
Relative energy (zero: lowest compared OMol25 entry of this formula, charge and spin) in eV: 2.697
Orbital gap in eV: 9.070
Max |F| in eV/Å: 5.69
HOMO in eV: -13.67

```
24
C6H16OP | the Open Molecules 2025 dataset | wB97M-V/def2-TZVPD
C 0.97 1.22 2.41
C -1.67 1.01 -0.06
C -0.71 0.53 -2.39
C -0.73 -2.65 -0.31
C 1.51 -0.04 1.61
C -0.44 0.85 -0.87
O 1.91 -0.48 -1.12
P 0.69 -0.44 -0.08
H 1.40 2.09 1.97
H -0.04 1.18 2.59
H 1.58 0.97 3.32
H -2.30 1.68 -0.57
H -1.65 1.20 1.01
H -2.24 0.11 -0.15
H -0.39 1.41 -3.03
H -1.80 0.57 -2.46
H -0.44 -0.41 -2.77
H -1.43 -2.80 0.52
H -0.01 -3.41 -0.26
H -1.15 -2.22 -1.12
H 1.56 -0.98 2.23
H 2.62 0.09 1.26
H 0.26 1.78 -0.81
H 2.66 -1.12 -0.99
```


Molecular formula: C6H16S
Method: DFT, wB97M-V/def2-TZVPD

Values from the calculation:
Charge: -1
<S²>: 0.7506
Relative energy (zero: lowest compared OMol25 entry of this formula, charge and spin) in eV: 1.112
Orbital gap (alpha / beta) in eV: 2.353 / 8.674
Max |F| in eV/Å: 4.43
HOMO (alpha / beta) in eV: 1.08 / -5.25
Spin multiplicity: 2

```
23
C6H16S | the Open Molecules 2025 dataset | wB97M-V/def2-TZVPD
C -0.16 -2.21 -1.97
C 1.25 -2.39 -1.23
S -1.41 -3.51 -1.62
H -0.42 -1.10 -1.84
H 0.04 -2.39 -3.03
H 2.01 -2.15 -1.92
H -2.42 -2.70 -1.26
H 1.27 -3.49 -0.97
H 1.24 -1.85 -0.34
C -0.35 1.29 0.75
C 0.69 0.55 1.54
C -1.37 2.02 1.66
C 0.34 2.22 -0.19
H -0.94 0.53 0.18
H 1.22 -0.22 0.95
H 0.21 0.14 2.55
H -0.84 2.77 2.25
H -2.27 2.52 1.32
H -1.51 1.26 2.54
H 0.38 3.14 0.31
H 1.37 2.04 -0.34
H 0.10 2.40 -1.26
H 1.59 1.12 1.93
```